Entry one
Here is the molecule C5H6O2 from the OMol25 dataset. Energies are from ωB97M-V/def2-TZVPD.

Last column: Mulliken charge in e.
Cartesian coordinates (Å):
C -1.53 -0.59 -0.38  -0.8961
C -0.52 0.46 0.67  -0.0633
O 0.13 -0.81 0.81  -0.3117
C 1.21 -0.86 -0.01  0.4575
O 1.66 -1.91 -0.38  -0.5853
C 1.58 0.55 -0.26  -0.3547
C 0.59 1.35 0.19  -0.3733
H -1.57 -1.71 -0.23  0.2591
H -2.49 -0.18 -0.17  0.3523
H -1.12 -0.41 -1.37  0.3188
H -1.05 0.82 1.58  0.3675
H 2.53 0.82 -0.69  0.4131
H 0.61 2.44 0.22  0.4161

## Properties
SMILES string: C[C@@H]1C=CC(=O)O1
Kohn-Sham gap, eV: 9.474
HOMO, eV: -9.29
Spin multiplicity: 1


Entry two
Here is the molecule C5H6O2 from the OMol25 dataset. Energies are from ωB97M-V/def2-TZVPD.

Last column: Mulliken charge in e.
Cartesian coordinates (Å):
O 0.54 0.31 2.36  -0.4734
C -0.37 0.31 1.56  -0.2773
C -0.20 0.02 0.09  1.1371
C 1.11 -0.61 -0.40  -0.6127
C 0.85 0.80 -0.71  -0.6460
C -1.44 -0.46 -0.55  -0.2936
O -1.58 -0.74 -1.72  -0.4966
H -1.41 0.55 1.88  0.2933
H 0.98 -1.34 -1.19  0.2626
H 1.83 -0.86 0.37  0.2664
H 0.55 1.07 -1.72  0.2766
H 1.40 1.55 -0.16  0.2731
H -2.25 -0.60 0.19  0.2906

## Properties
SMILES string: O=CC1(C=O)CC1
Kohn-Sham gap, eV: 10.453
HOMO, eV: -10.02
Spin multiplicity: 1


Entry three
Here is the molecule C5H6O2 from the OMol25 dataset. Energies are from ωB97M-V/def2-TZVPD.

Last column: Mulliken charge in e.
Cartesian coordinates (Å):
O 1.02 1.97 1.05  -0.5295
C 0.54 0.99 0.54  0.5612
C 1.49 -0.05 -0.08  -0.2563
O 0.80 -1.08 -0.80  -0.2327
C 0.05 -0.61 -1.77  -0.2724
C -1.55 -0.38 0.74  -0.6506
C -0.94 0.78 0.48  -0.2374
H 2.07 -0.54 0.71  0.2831
H 2.17 0.50 -0.74  0.3290
H -0.51 -1.52 -2.09  0.1586
H -1.00 -1.29 0.98  0.2724
H -2.64 -0.45 0.73  0.2751
H -1.51 1.68 0.25  0.2994

## Properties
Kohn-Sham gap, eV: 9.171
HOMO, eV: -8.92
Spin multiplicity: 1


Entry four
Here is the molecule C5H6O2 from the OMol25 dataset. Energies are from ωB97M-V/def2-TZVPD.

Last column: Mulliken charge in e.
Cartesian coordinates (Å):
C -1.23 0.08 0.40  -0.6459
C -0.27 0.96 -0.42  -0.0688
C -0.39 -1.11 -0.22  -0.1396
C 1.04 -0.78 0.27  -0.3340
C 1.11 0.68 0.17  -0.3112
H -2.22 0.10 -0.17  0.3111
H -1.31 0.28 1.54  0.2795
H -0.63 1.96 -0.93  0.3310
H -0.68 -2.10 -0.46  0.4548
H 1.40 -1.23 1.16  0.4343
H 1.52 1.48 0.66  0.5816
O -0.35 -0.22 -1.38  -0.4430
O 1.99 -0.10 -0.63  -0.4498

## Properties
SMILES string: C1[C@@H]2O[C@H]1[C@H]1O[C@H]12
Kohn-Sham gap, eV: 10.704
HOMO, eV: -9.68
Spin multiplicity: 1


Of them, entry two has the highest stability.


Entry one
Here is the molecule C5H6O2 from the OMol25 dataset. Energies are from ωB97M-V/def2-TZVPD.

Last column: Mulliken charge in e.
Cartesian coordinates (Å):
C -1.76 -0.62 0.02  -0.3721
C -0.15 0.70 0.20  0.2697
C 1.16 1.08 -0.23  -0.6700
C 1.84 -0.03 0.00  -0.0588
C -0.20 -0.73 -0.26  0.0595
H -2.46 -1.04 -0.77  0.2414
H -2.31 -0.98 1.04  0.2074
H -0.19 0.76 1.29  0.2668
H 1.68 2.06 0.09  0.2455
H 2.95 -0.16 -0.16  0.3502
H 0.04 -0.66 -1.34  0.2895
O -1.72 0.80 -0.07  -0.4258
O 1.12 -1.19 0.19  -0.4033

## Properties
SMILES string: C1=C[C@H]2OC[C@@H]2O1
Kohn-Sham gap, eV: 10.290
HOMO, eV: -9.30
Spin multiplicity: 1


Entry two
Here is a structure of composition C5H6O2 from the OMol25 dataset. Energies are from ωB97M-V/def2-TZVPD.

Last column: Mulliken charge in e.
Cartesian coordinates (Å):
O 1.46 1.91 -0.92  -0.4658
C 1.59 0.93 -0.23  -0.1412
C 0.84 -0.38 -0.47  0.2353
O 0.66 -1.07 0.79  -0.4389
C -0.75 -0.98 0.64  -0.0685
C -1.22 0.44 0.52  -0.6906
C -0.67 -0.29 -0.68  -0.3423
H 2.23 0.91 0.69  0.3509
H 1.33 -1.00 -1.24  0.3554
H -1.33 -1.82 1.02  0.3903
H -2.29 0.63 0.52  0.2625
H -0.63 1.23 0.96  0.1939
H -1.22 -0.50 -1.59  0.3590

## Properties
Kohn-Sham gap, eV: 10.545
HOMO, eV: -9.62
Spin multiplicity: 1


Of them, entry two has the highest stability.


Entry one
Here is a cluster of 6 separate species, C4H21NO6 in total from the OMol25 dataset. Energies are from ωB97M-V/def2-TZVPD.

Last column: Mulliken charge in e.
Cartesian coordinates (Å):
C -0.38 2.61 0.71  -0.7968
O -0.54 2.21 2.09  -0.5664
C -0.75 1.60 -0.40  0.1627
C -1.72 0.51 0.03  0.1458
C -2.44 -0.12 -1.18  -1.1784
N 0.51 0.91 -0.93  -0.5762
H -0.86 3.59 0.62  0.3504
H 0.72 2.67 0.71  0.2246
H -1.46 2.20 2.37  0.3211
H -1.13 2.23 -1.18  0.3490
H -1.34 -0.31 0.65  -0.1335
H -2.50 1.01 0.64  0.3888
H -2.15 0.33 -2.12  0.2837
H -3.51 0.05 -1.06  0.3044
H -2.21 -1.16 -1.40  0.2508
H 0.61 0.16 -0.26  0.2698
H 1.26 1.58 -0.85  0.2172
H 0.13 0.38 -2.84  0.4151
H -0.46 -0.68 -3.96  0.2875
O -0.01 0.14 -3.77  -0.6872
H -0.29 -2.96 0.23  0.3019
H 0.99 -2.79 1.21  0.2909
O 0.05 -2.62 1.07  -0.6502
H 3.03 -2.34 -0.38  0.3179
H 2.38 -2.59 -1.76  0.2915
O 3.20 -2.36 -1.33  -0.6168
H -0.02 0.60 2.42  0.3757
H -0.01 -0.97 2.17  0.3454
O 0.49 -0.23 2.54  -0.7849
H 2.02 -1.08 1.96  0.4130
H 3.50 -1.26 2.38  0.3028
O 2.91 -1.30 1.63  -0.6197

## Properties
SMILES string: CC[C@H](N)CO.O.O.O.O.O
Kohn-Sham gap, eV: 10.328
HOMO, eV: -10.07
Spin multiplicity: 1


Entry two
Here is a cluster of 6 separate species, C4H21NO6 in total from the OMol25 dataset. Energies are from ωB97M-V/def2-TZVPD.

Last column: Mulliken charge in e.
Cartesian coordinates (Å):
O 5.37 -2.40 -2.08  -0.6084
H 5.40 -3.28 -2.46  0.3173
H 5.96 -1.89 -2.63  0.2975
O -2.52 -4.34 -3.26  -0.6387
H -3.00 -3.91 -2.56  0.3229
H -2.95 -4.05 -4.06  0.3170
O 5.54 -3.87 1.47  -0.6387
H 5.05 -3.17 1.89  0.3128
H 5.43 -3.70 0.53  0.3244
O 1.39 -2.10 -1.82  -0.6236
H 2.23 -2.44 -1.54  0.3049
H 0.80 -2.86 -1.81  0.3178
O 3.81 1.35 -1.40  -0.6255
H 4.12 0.49 -1.69  0.3098
H 3.80 1.29 -0.44  0.3114
C -0.71 1.78 1.17  -1.4337
C -2.19 1.39 1.31  0.5095
C -3.18 2.24 0.49  -0.7256
O -3.09 3.57 0.90  -0.3653
C -3.67 3.81 2.18  -0.6877
N -2.23 0.00 0.77  -0.7497
H -0.55 2.77 1.58  0.3320
H -0.31 1.80 0.15  0.3865
H -0.12 1.16 1.84  0.4152
H -2.45 1.34 2.37  0.2617
H -4.19 1.85 0.63  0.3412
H -3.00 2.21 -0.58  0.2993
H -4.64 3.33 2.23  0.3101
H -3.75 4.87 2.41  0.2661
H -3.02 3.46 2.98  0.2579
H -1.75 -0.62 1.41  0.2776
H -1.57 -0.09 0.01  0.3041

## Properties
SMILES string: COC[C@H](C)N.O.O.O.O.O
Kohn-Sham gap, eV: 9.306
HOMO, eV: -9.21
Spin multiplicity: 1


Of them, entry one has the highest stability.


Entry one
Here is a cluster of 4 separate species, C4H12O4 in total from the OMol25 dataset. Energies are from ωB97M-V/def2-TZVPD.

Last column: Mulliken charge in e.
Cartesian coordinates (Å):
C -2.50 0.67 -1.08  -0.7689
C -1.65 1.07 -0.10  -0.4337
C -0.82 -0.11 0.41  -0.4269
C -1.24 -0.55 1.60  -0.1480
O -0.48 -1.48 2.17  -0.4472
H -3.11 1.31 -1.59  0.3387
H -2.49 -0.38 -1.35  0.2884
H -1.51 1.91 0.31  0.5958
H 0.08 -0.32 -0.10  0.3567
H -2.13 -0.25 2.22  0.2922
H -1.11 -2.00 2.71  0.3513
H 0.70 -1.05 -1.88  0.3450
H 0.40 -0.47 -3.32  0.2887
O 1.02 -0.74 -2.70  -0.6240
H 2.80 2.33 0.21  0.2705
H 1.37 2.03 0.44  0.3311
O 2.10 2.61 0.64  -0.6074
H 2.73 -1.57 -0.34  0.3148
H 2.87 -1.73 1.25  0.2695
O 2.97 -1.26 0.52  -0.5866

## Properties
SMILES string: C=C/C=C/O.O.O.O
Kohn-Sham gap, eV: 9.618
HOMO, eV: -9.08
Spin multiplicity: 1


Entry two
Here is a cluster of 3 separate species, C4H12O4 in total from the OMol25 dataset. Energies are from ωB97M-V/def2-TZVPD.

Last column: Mulliken charge in e.
Cartesian coordinates (Å):
C -0.92 -0.48 1.23  0.4283
C 0.37 -1.25 0.89  -0.5588
C -0.68 0.89 1.83  -1.2098
O -1.69 -0.50 0.04  -0.7913
O 0.14 -2.17 -0.02  -0.5222
H -1.45 0.34 -0.67  0.4908
H -0.81 -1.77 -0.46  0.5153
H -1.44 -1.12 1.95  0.4251
H 1.03 -1.53 1.71  0.4577
H 1.08 -0.13 0.06  0.2829
H -0.15 1.54 1.13  0.2738
H -0.09 0.81 2.75  0.3673
H -1.64 1.35 2.06  0.3258
C 1.63 0.10 -1.93  -0.6362
O 0.86 0.54 -0.81  -0.4155
O -1.00 1.29 -1.70  -0.5198
H -0.66 2.12 -1.35  0.3125
H 2.60 0.61 -1.98  0.2696
H 1.78 -0.98 -1.90  0.2867
H 1.04 0.35 -2.81  0.2179

## Properties
Kohn-Sham gap (spin up / spin down), eV: 10.198 / 5.707
HOMO (spin up / spin down), eV: -10.49 / -7.67
Spin multiplicity: 1


Of them, entry one has the highest stability.


Entry one
Here is a structure of composition C4H12O4 from the OMol25 dataset. Energies are from ωB97M-V/def2-TZVPD.

Last column: Mulliken charge in e.
Cartesian coordinates (Å):
C -1.63 -0.53 -0.18  0.0685
C 0.52 0.43 1.66  -1.0547
C -0.76 -0.63 -1.24  -0.6229
C -2.43 0.67 0.16  -1.1714
H -1.85 -1.44 0.39  0.3449
H 0.57 -1.13 -0.68  0.2449
H -3.44 0.54 -0.23  0.3707
H -2.52 0.80 1.24  0.3070
H 0.07 0.82 2.57  0.3200
H 1.58 0.25 1.88  0.3477
H 0.43 1.19 0.90  0.2337
H -0.57 0.27 -1.82  0.2458
H -0.82 -1.54 -1.83  0.4113
H -2.01 1.57 -0.30  0.3292
O 2.74 -1.01 -0.09  -0.0144
O 3.02 -0.35 -1.35  -0.1283
O 1.57 -1.70 -0.12  -0.4714
O 2.32 0.88 -1.38  -0.2908
H 2.93 1.51 -0.95  0.3223
H 0.25 -0.61 1.38  0.2079

## Properties
Kohn-Sham gap (spin up / spin down), eV: 8.826 / 8.827
HOMO (spin up / spin down), eV: -8.87 / -8.87
Spin multiplicity: 1


Entry two
Here is a cluster of 4 separate species, C4H12O4 in total from the OMol25 dataset. Energies are from ωB97M-V/def2-TZVPD.

Last column: Mulliken charge in e.
Cartesian coordinates (Å):
C -1.00 0.68 0.82  -1.2463
C -0.06 1.49 0.32  1.2088
O 1.10 1.65 1.06  -0.5552
C -0.06 2.24 -0.93  -0.2957
C -0.95 1.98 -1.89  -0.7281
H -0.88 0.24 1.79  0.2492
H -1.91 0.44 0.30  0.3047
H 1.01 1.18 1.89  0.3009
H 0.79 2.90 -1.06  0.3332
H -1.59 1.11 -1.83  0.1759
H -0.91 2.52 -2.82  0.2689
H -1.43 -2.25 1.23  0.2964
H -0.33 -2.87 2.05  0.2506
O -0.49 -2.12 1.46  -0.5444
H 2.69 -1.47 1.08  0.2853
H 1.24 -1.50 0.62  0.2760
O 2.04 -2.04 0.65  -0.6389
H 0.86 -1.44 -2.07  0.3282
H -0.05 -1.43 -0.86  0.3637
O -0.06 -1.31 -1.81  -0.6330

## Properties
SMILES string: C=CC(=C)O.O.O.O
Kohn-Sham gap, eV: 8.873
HOMO, eV: -8.49
Spin multiplicity: 1


Of them, entry two has the highest stability.


Entry one
Here is the molecule C2H4O2 from the OMol25 dataset. Energies are from ωB97M-V/def2-TZVPD.

Last column: Mulliken charge in e.
Cartesian coordinates (Å):
C -0.94 -0.35 0.00  -0.5638
C 1.17 0.54 0.00  0.1967
H -0.85 -0.73 1.01  0.2628
H -2.01 -0.08 -0.25  0.2259
H -0.64 -1.09 -0.71  0.2903
H 1.70 1.46 0.03  0.3664
O -0.12 0.83 -0.04  -0.2623
O 1.69 -0.58 -0.03  -0.5160

## Properties
SMILES string: COC=O
Kohn-Sham gap, eV: 11.731
HOMO, eV: -10.81
Spin multiplicity: 1


Entry two
Here is a cluster of 2 separate species, C2H4O2 in total from the OMol25 dataset. Energies are from ωB97M-V/def2-TZVPD.

Last column: Mulliken charge in e.
Cartesian coordinates (Å):
O -3.70 -1.74 -0.15  -0.3740
C -3.98 -0.67 0.31  -0.0459
H -3.52 0.33 0.09  0.2200
H -4.82 -0.67 1.05  0.1999
O 3.25 -0.04 0.29  -0.3992
C 3.99 0.74 -0.32  -0.0289
H 4.94 1.12 0.14  0.2139
H 3.84 0.94 -1.41  0.2142

## Properties
SMILES string: C=O.C=O
Kohn-Sham gap, eV: 10.738
HOMO, eV: -10.15
Spin multiplicity: 1


Entry three
Here is a structure of composition C2H4O2 from the OMol25 dataset. Energies are from ωB97M-V/def2-TZVPD.

Last column: Mulliken charge in e.
Cartesian coordinates (Å):
O 1.21 -0.35 -1.02  -0.4287
C 0.30 0.45 -0.51  0.5882
O -0.28 1.36 -1.03  -0.4783
C -0.25 -0.13 0.80  -0.8589
H 0.34 -0.36 -1.60  0.3088
H -1.29 -0.36 0.53  0.2766
H -0.16 0.47 1.71  0.2770
H 0.14 -1.09 1.12  0.3152

## Properties
Kohn-Sham gap, eV: 11.495
HOMO, eV: -10.92
Spin multiplicity: 1


Of them, entry one has the highest stability.